Molecular formula: C30H61BBeBrCl7N2O10S
Method: DFT, ωB97M-V/def2-TZVPD

```
114
Properties=species:S:1:pos:R:3:forces:R:3:mulliken_charge:R:1
Br 1.200 1.000 7.516 0.32 0.15 0.40 -0.7217
H 0.863 1.634 -6.792 0.04 -0.06 -0.02 0.2865
C -1.055 6.490 0.430 0.02 -0.01 0.11 -0.4428
H 2.197 -0.466 -2.800 -0.06 0.15 -0.26 0.3023
H -2.590 3.933 -1.400 0.02 0.04 -0.03 0.4320
H -0.301 -1.282 1.724 0.09 0.09 0.00 -0.8755
H 1.550 2.584 -5.450 0.07 -0.01 0.02 0.3160
H -0.832 -0.727 5.192 -0.07 -0.15 -0.11 0.5243
H -0.988 -0.478 -4.891 -0.04 -0.04 -0.11 0.2222
O 4.394 9.528 -8.350 0.04 0.01 -0.22 -0.7274
O 4.834 1.673 9.376 0.11 -0.03 0.05 -0.5200
H 0.629 1.440 3.833 0.16 0.05 -0.14 0.6447
H 0.867 -2.009 3.621 -0.57 -0.37 -0.10 0.5060
O -1.712 6.332 -1.825 -0.03 -0.06 0.06 -0.5273
H 4.386 -0.179 10.153 0.08 -0.14 0.00 0.2456
H -3.310 -1.429 1.688 -0.14 0.05 -0.11 0.0983
C -1.345 1.026 3.186 0.29 -1.05 -0.57 -0.5530
H -6.763 -5.178 0.500 -0.03 -0.03 0.06 0.3625
O -6.153 -2.368 2.583 -0.22 -0.05 0.17 -0.2512
H 4.121 -0.269 7.662 -0.09 -0.04 0.05 0.0132
Cl 1.774 4.666 -9.437 -0.04 -0.02 -0.03 -0.1128
C -8.347 -4.577 2.474 -0.06 -0.19 -0.27 -1.4483
H -2.472 -1.404 -4.587 -0.01 0.00 0.05 0.2431
C 0.132 -0.366 4.845 0.38 0.11 -1.11 0.5804
N 1.166 -2.925 -1.409 0.33 1.26 1.28 -0.2651
C -2.097 3.831 0.657 -0.02 0.03 -0.06 -0.0894
C -2.163 4.420 -0.533 -0.03 -0.13 0.05 -0.4552
H -5.109 -3.817 3.508 0.00 0.03 0.04 0.3616
Cl 4.356 5.009 -8.171 -0.04 -0.06 -0.07 -0.0970
H -0.992 -2.250 -5.082 -0.05 0.05 -0.10 0.2479
C 3.471 8.706 -8.189 0.07 -0.01 0.49 0.5409
H -3.388 0.434 3.124 -0.06 0.01 0.09 0.3270
C -7.256 -1.479 2.804 0.01 0.21 -0.23 -0.7650
C -1.504 4.524 1.829 0.05 0.10 0.06 0.4133
H 3.339 1.336 -8.620 0.01 -0.03 0.04 -0.0736
H 3.443 -4.117 -3.006 0.43 -0.27 0.39 0.2722
H -2.469 2.828 0.827 -0.01 0.00 0.03 0.4143
H 1.104 -2.220 5.403 0.02 -0.41 -0.26 0.4850
O 3.328 -1.819 -1.733 -0.13 0.12 -0.29 -0.6232
H 1.974 -3.647 0.339 0.05 0.20 0.47 0.8285
H 5.332 -1.450 8.207 -0.01 0.00 0.00 0.3030
H 6.105 0.195 9.944 -0.01 0.10 0.04 0.2847
H 0.589 0.069 2.770 -0.05 -0.03 -0.25 0.3923
Be 1.828 -2.389 2.398 -0.27 0.74 -0.49 0.3168
B 2.567 -2.963 -1.756 0.73 -0.58 -0.61 0.8703
Cl 8.052 -4.258 0.062 -0.08 -0.03 0.02 -0.0974
H -2.422 -0.178 0.856 0.24 0.16 0.01 0.3453
H -1.230 1.460 2.191 -0.05 0.18 -0.03 -0.0289
H -0.562 6.387 2.487 0.00 -0.04 0.02 0.4387
H -8.779 -4.393 3.455 0.05 0.00 0.02 0.3570
C 0.056 0.541 3.598 -0.33 0.68 1.01 -1.2626
C 1.747 2.160 -6.433 -0.04 0.01 0.01 -0.6914
O 2.626 -0.148 -5.457 -0.19 -0.05 -0.08 -0.5921
C 1.114 -1.495 4.590 0.20 0.69 1.57 -1.1622
C 3.114 0.477 -7.991 -0.05 -0.08 -0.02 -0.4782
H 3.883 -0.284 -8.113 0.04 0.03 0.07 0.3342
H -2.280 -3.181 0.446 -0.07 -0.09 -0.23 0.2769
H -6.605 -3.414 4.334 -0.18 -0.09 -0.06 0.4506
H -1.288 -2.481 2.557 -0.02 0.09 0.22 0.3061
C -1.304 -2.692 0.433 0.16 -0.09 0.95 -0.7899
C 3.099 -1.052 -2.951 -0.31 0.09 0.47 -0.8127
C -0.990 5.899 1.621 0.02 0.04 -0.07 -0.3683
C 3.517 4.657 -9.678 -0.06 0.35 0.30 -0.0459
H -5.271 -4.870 1.158 -0.04 -0.06 -0.01 0.3337
H -2.408 -0.803 3.859 0.14 0.08 0.19 0.3732
C 5.102 -0.385 8.125 0.05 -0.06 -0.10 -0.6168
C 6.380 -4.793 0.255 0.05 0.07 0.01 0.3071
H 3.954 1.752 8.986 -0.05 0.03 -0.03 0.2853
H -6.887 -0.462 2.687 0.07 -0.03 0.04 0.2425
C 3.199 8.320 -6.711 -0.16 -0.13 -0.03 -0.7465
H 2.975 -1.712 -3.804 -0.01 0.00 -0.14 0.3621
H -7.675 -1.592 3.804 0.05 -0.06 0.02 0.3672
H 5.832 0.082 7.462 0.06 -0.01 0.06 0.2615
C -0.180 -3.732 0.451 -0.49 0.94 -0.22 -0.7859
H -0.098 -1.584 -3.045 -0.08 -0.14 0.16 0.2220
Cl 6.049 -5.083 1.973 -0.01 -0.01 0.01 -0.1275
C -1.245 -1.818 1.687 -0.33 -0.07 -0.84 0.9888
N -6.259 -4.605 1.176 0.29 0.05 -0.19 -0.2864
C -6.832 -4.682 2.568 -0.53 0.02 0.33 0.2371
H -0.685 7.493 0.258 -0.01 -0.01 -0.05 0.4079
Cl 5.284 -3.557 -0.359 0.55 0.08 0.35 -0.0191
H 2.024 2.956 -7.124 0.03 0.00 0.03 0.1304
H -0.007 -4.130 1.461 -0.06 -0.02 0.12 0.2917
H 2.936 9.213 -6.142 0.10 0.04 0.05 0.2950
H 2.124 -1.088 4.568 0.28 0.05 -0.33 0.3809
H -1.703 1.839 3.799 0.14 -0.01 0.42 0.6348
H -8.667 -3.778 1.804 0.05 0.10 0.09 0.3959
H 0.579 0.232 5.696 -0.26 -0.50 -0.24 -0.7143
O 2.738 8.149 -9.037 -0.02 -0.27 -0.42 -0.6946
C -1.648 5.798 -0.741 0.04 0.14 -0.13 0.3130
O -1.059 -1.567 -3.121 -0.13 0.05 -0.03 -0.3912
H 1.121 -1.987 0.397 0.46 0.25 0.90 0.0461
O 3.196 -4.167 -2.068 -1.22 0.12 -0.91 -0.4628
H -6.558 -5.652 2.982 0.11 0.03 -0.01 0.3752
H -1.239 -2.065 -0.455 -0.03 -0.16 -0.25 0.3394
C -6.160 -3.554 3.348 0.59 0.10 -0.26 -0.7797
O -1.442 3.986 2.915 -0.07 0.18 -0.08 -0.4960
H -0.462 -4.543 -0.213 0.47 -0.26 -0.06 0.4539
H 2.384 7.600 -6.636 -0.04 -0.03 -0.01 0.2116
C -2.417 -0.065 3.056 -0.50 0.61 -0.46 -0.8484
C -2.394 -0.826 1.733 -0.18 -0.60 0.76 -0.5312
H -6.294 -3.617 0.883 -0.04 0.04 0.13 0.3500
H 4.099 7.882 -6.275 0.07 0.09 0.05 0.1560
Cl 4.041 3.091 -10.325 0.11 -0.02 -0.24 -0.1782
H -8.033 -1.642 2.055 -0.07 -0.01 0.08 0.2761
C 5.120 0.286 9.486 -0.29 0.13 -0.15 -0.2865
C -1.388 -1.416 -4.498 0.24 0.05 0.13 -0.5904
H 3.930 -0.391 -3.153 0.19 -0.04 0.19 0.2943
H 3.764 5.430 -10.395 -0.02 0.06 0.04 0.3846
S 3.113 1.006 -6.277 0.03 0.20 -0.17 0.4446
C 1.116 -3.062 -0.017 -0.09 -2.59 -1.69 -0.6990
Cl 6.135 -6.295 -0.648 -0.01 0.02 0.03 -0.1040
H -8.775 -5.506 2.094 0.00 0.00 0.03 0.4254
H 2.141 0.058 -8.251 -0.03 0.02 0.08 0.3056
```
Forces are in eV/Å.

Properties
orbital gap = 0.619 eV
multiplicity = 1
charge = 0

---

Molecular formula: C7H11NO2
Method: DFT, ωB97M-V/def2-TZVPD

```
21
Properties=species:S:1:pos:R:3:forces:R:3:mulliken_spin:R:1
C 2.198 -0.352 -0.237 0.65 -2.54 0.81 0.7445
H -3.810 0.994 0.635 1.91 1.23 0.86 0.0044
H -2.893 0.669 2.125 -0.52 0.39 1.00 0.0002
C -1.837 0.067 0.540 -1.17 -1.05 2.21 0.0634
C -1.684 -0.188 -0.915 1.50 1.89 -1.02 0.0740
C -0.556 0.376 -0.026 0.10 -0.12 -1.30 0.7420
H 2.856 1.497 0.249 2.37 0.36 1.01 -0.0079
H 3.462 -1.880 0.575 -0.54 0.18 0.20 0.0279
H 3.220 -0.586 1.713 0.02 0.66 -0.32 0.0036
O 1.534 3.114 -0.620 0.15 0.26 0.05 0.0437
C -2.777 1.120 1.162 -0.27 -2.09 -0.99 0.0114
C 1.199 1.988 -0.405 1.37 -1.26 -0.10 0.0215
C 2.723 -1.116 0.902 -0.66 -2.42 1.25 -0.0024
H -1.883 -0.963 1.071 0.26 1.82 -0.65 0.0339
H -1.992 0.623 -1.605 -0.16 -0.75 0.30 0.0084
H -2.193 2.040 1.285 -1.08 0.24 -0.49 -0.0009
N 2.226 0.950 -0.243 -2.96 5.06 -0.88 0.1162
H -1.709 -1.195 -1.273 0.12 -0.31 -0.22 0.0069
H 1.874 -1.698 1.485 1.31 0.85 -1.18 0.0594
H 1.563 -0.792 -0.945 -0.71 -0.77 -0.71 -0.0024
O -0.083 1.705 -0.230 -1.68 -1.63 0.18 0.0523
```
Forces are in eV/Å.

Properties
orbital gap (alpha / beta) = 7.217 / 9.402 eV
multiplicity = 3
⟨S²⟩ = 2.007
charge = 0
ΔE to the lowest compared entry with this formula, charge and spin = 0.000 eV

---

Molecular formula: C17H30N4O8
Method: DFT, ωB97M-V/def2-TZVPD

```
59
Properties=species:S:1:pos:R:3:forces:R:3:mulliken_charge:R:1
H 2.035 -3.257 5.475 -0.46 0.51 -0.24 0.3126
H 5.577 0.951 0.753 -0.03 0.26 0.35 0.3713
C 0.531 -1.934 5.547 0.15 -0.12 0.26 -0.9359
H -1.025 -0.506 5.150 0.07 -0.03 0.02 0.4169
H -2.078 -1.959 -5.278 0.15 0.13 -0.16 0.2473
H 0.108 1.546 -0.936 -0.11 -0.11 -0.01 0.3007
H -1.901 2.271 -4.683 0.05 0.09 -0.09 0.2812
H -0.670 -2.371 -4.261 0.17 0.12 -0.16 0.2860
C -1.444 0.629 -1.770 -0.54 -0.20 0.59 0.0463
H 0.945 0.237 -3.296 0.10 0.06 -0.11 0.3113
C 0.689 1.243 -2.959 -0.37 -0.16 0.22 -0.9129
N 3.765 2.285 1.479 -0.23 -0.85 1.74 -0.0979
O -3.127 -3.477 -2.821 -0.14 -0.13 0.16 -0.6932
H -0.537 -2.524 3.246 -0.02 0.13 0.08 0.4290
C -3.195 0.903 -3.604 -0.03 0.43 -0.63 0.5840
O -2.060 0.636 -0.709 -0.37 -0.28 -0.06 -0.8057
C 4.704 0.734 3.100 -2.74 -0.86 0.88 -1.0692
C -2.090 -0.010 -3.016 -0.35 -0.17 0.07 -0.1594
H 1.607 1.749 -2.653 -0.20 -0.08 0.02 0.3388
N 2.324 0.878 2.782 0.11 -0.10 0.18 0.2558
C -0.127 -0.878 4.647 0.79 -0.75 0.07 0.0536
H 3.301 -0.637 3.969 -0.37 0.25 -0.24 0.3394
C -0.500 -1.430 3.260 -0.80 -0.40 0.56 -0.0477
H -4.242 -0.645 -4.705 0.00 -0.09 -0.17 0.3519
H -3.996 0.996 -2.870 0.06 -0.11 0.20 0.2688
O 5.912 1.665 1.319 1.43 0.42 -0.11 -0.5984
C -3.796 0.330 -4.897 0.02 -0.30 0.67 -1.5549
H 5.568 0.244 3.535 -0.13 0.19 -0.12 0.4118
O 1.603 -2.619 4.880 -0.04 0.17 -0.03 -0.5249
N -2.655 -1.319 -2.632 0.54 1.90 0.30 -0.0081
C -2.551 -2.493 -3.255 0.04 -1.47 -0.57 0.6763
H 0.909 -1.444 6.451 -0.05 0.08 -0.08 0.4069
C 0.968 0.407 3.041 -0.26 0.38 0.03 -0.4815
H -1.749 -3.649 -4.855 -0.05 0.12 0.14 0.3139
O 0.785 0.211 4.447 0.25 -0.31 -0.50 -0.5501
H 1.477 -1.594 2.400 -0.21 0.01 -0.17 0.4588
H -0.226 -2.663 5.854 -0.13 0.06 -0.04 0.4309
C 3.440 0.242 3.341 2.41 0.96 -0.58 0.2556
H 5.214 2.804 2.908 0.51 -0.04 -0.43 0.3108
C -2.694 2.315 -3.937 0.00 -0.26 0.61 -1.5001
H -2.511 -1.304 3.294 0.63 0.08 -0.21 0.3813
C -1.700 -2.620 -4.503 -0.15 0.15 0.21 -0.9471
C 4.918 1.962 2.270 0.20 -0.90 -0.68 0.0896
H -3.171 -1.343 -1.763 0.00 0.11 0.03 0.2165
H -4.583 0.991 -5.262 0.07 -0.01 -0.04 0.4581
H 3.777 3.141 0.940 -0.10 -0.21 0.12 0.2714
O 1.596 2.425 1.251 -1.05 -0.29 0.17 -0.7340
O -1.765 -0.889 2.828 0.40 -0.04 -0.01 -0.5716
C 2.512 1.878 1.845 -0.82 1.11 -1.19 0.4198
H -0.722 -0.368 0.988 0.48 -0.24 0.10 0.2406
H -3.026 0.235 -5.663 -0.01 0.00 -0.12 0.3171
O 0.171 -0.777 0.997 0.51 0.09 0.92 -0.4241
C 0.617 -0.918 2.359 -1.17 0.43 -0.91 -0.3583
H -2.324 2.809 -3.039 0.14 0.14 -0.04 0.3519
H -3.518 2.913 -4.328 0.08 -0.01 -0.06 0.4568
H 0.241 1.159 2.712 0.51 0.09 -0.23 0.5388
H 0.238 1.804 -3.779 0.13 -0.02 -0.06 0.2238
N -0.226 1.178 -1.821 0.85 0.34 -0.50 0.0302
H -1.324 -0.144 -3.774 0.04 -0.24 -0.18 0.5189
```
Forces are in eV/Å.

Properties
orbital gap = 9.015 eV
multiplicity = 1
SMILES = O=C1N[C@H](O)C=CN1[C@@H]1O[C@H](CO)[C@@H](O)[C@H]1O.CNC(=O)[C@@H](NC(C)=O)C(C)C
charge = 0
ΔE to the lowest compared entry with this formula, charge and spin = 0.786 eV

---

Molecular formula: C7H8
Method: DFT, ωB97M-V/def2-TZVPD

```
15
Properties=species:S:1:pos:R:3:forces:R:3:mulliken_charge:R:1
C 0.366 -0.231 2.206 -0.94 -2.10 0.12 -1.1926
H 0.999 -1.065 2.537 0.72 0.33 -0.65 0.3355
C -1.222 -0.077 0.178 0.93 0.49 -0.23 -0.3580
H 2.137 -0.467 0.067 -0.05 0.64 0.64 0.3069
C 0.941 0.036 -1.577 0.09 0.24 1.11 -0.4351
C -1.316 0.548 -1.082 -0.55 -1.20 -0.99 -0.5429
H -2.199 1.139 -1.327 -0.40 -0.96 -0.28 0.3656
H 1.808 0.145 -2.217 -0.02 -0.68 -0.15 0.3385
H -2.056 -0.690 0.527 -0.31 1.34 0.95 0.3134
C 1.137 -0.120 -0.185 -0.10 -0.34 -1.41 -0.4376
C 0.063 -0.164 0.729 1.30 -0.43 -0.75 0.6684
H -0.544 -0.619 2.667 -0.40 0.96 0.50 0.3379
C -0.324 0.351 -2.051 -0.09 1.23 1.12 -0.3505
H -0.541 0.520 -3.098 0.17 0.44 0.07 0.3751
H 0.751 0.695 2.626 -0.34 0.04 -0.04 0.2753
```
Forces are in eV/Å.

Properties
orbital gap = 9.428 eV
multiplicity = 1
SMILES = Cc1ccccc1
charge = 0
ΔE to the lowest compared entry with this formula, charge and spin = 1.671 eV

---

Molecular formula: C6H17IN2Si
Method: DFT, ωB97M-V/def2-TZVPD

```
27
Properties=species:S:1:pos:R:3:forces:R:3:mulliken_charge:R:1
C -1.252 1.575 -1.047 1.28 -2.72 0.59 -1.1229
H 0.139 -3.395 0.332 0.33 1.02 0.19 0.3607
C -0.220 -2.550 -0.316 -0.57 -2.75 0.80 -0.3092
N 0.172 -1.258 0.173 0.87 -0.03 -0.40 0.3991
H -0.084 -3.966 -1.821 -1.20 -3.63 -0.40 0.4993
Si 0.937 -0.017 -0.759 -0.41 1.87 0.18 -0.0466
H -0.187 -2.441 -2.465 0.38 0.16 -0.35 0.3579
H -0.390 3.572 1.997 -0.15 -0.26 0.69 0.3797
H -0.263 -1.951 2.134 -1.32 -1.39 0.14 0.4400
H 0.272 1.864 2.211 -0.47 0.49 0.46 0.1693
C -0.333 2.558 1.605 -1.40 -1.61 1.29 -0.7965
I 3.153 0.458 0.149 0.41 -0.05 0.21 -0.1916
C 0.153 -1.135 1.626 -0.67 2.44 -0.30 -1.1383
H -0.468 -0.217 1.827 0.72 -0.91 0.49 0.2192
H -1.333 -2.743 -0.146 0.91 0.66 -0.86 0.3237
C 0.276 -3.042 -1.685 0.95 4.06 0.42 -1.5017
N 0.185 1.665 -0.733 -0.24 -2.26 0.71 0.0612
H 1.255 -0.451 -2.155 -0.59 0.13 0.48 -0.1091
H -1.853 1.270 -0.206 -0.39 0.36 0.61 0.3824
H 1.101 -1.083 2.152 0.66 0.56 -0.51 0.3352
H 0.009 3.587 -0.168 0.15 0.35 -0.01 0.3867
H 1.409 2.788 0.427 1.72 0.37 0.58 0.4123
H -1.390 2.099 1.513 1.65 0.99 0.15 0.1997
H 1.391 -3.056 -1.786 -0.97 0.21 0.17 0.2904
H -1.457 0.742 -1.713 0.24 -0.10 -0.65 0.2756
H -1.597 2.434 -1.487 -0.92 2.27 -0.97 0.4530
C 0.375 2.694 0.341 -0.98 -0.23 -3.73 -0.7294
```
Forces are in eV/Å.

Properties
orbital gap = 9.315 eV
multiplicity = 1
SMILES = CCN(C)[SiH](I)N(C)CC
charge = 0